Here is a molecular structure, C4H10BrO2Sr at a distorted geometry from OMol25. Energies are from ωB97M-V/def2-TZVPD.

Each line ends with the Löwdin charge.
Cartesian coordinates (Å):
Sr (-11.714, 38.448, -11.166)  1.55
Br (-16.259, 38.608, -12.998)  -0.55
C (-13.627, 35.542, -6.376)  -0.12
O (-12.268, 35.430, -6.719)  -0.19
C (-11.585, 34.401, -6.034)  -0.21
C (-11.526, 34.643, -4.555)  -0.24
O (-10.956, 35.882, -4.169)  -0.18
C (-10.687, 35.979, -2.775)  -0.10
H (-13.817, 35.820, -5.339)  0.08
H (-14.182, 34.606, -6.311)  0.09
H (-14.101, 36.213, -7.092)  0.09
H (-10.559, 34.387, -6.403)  0.13
H (-12.092, 33.441, -6.129)  0.13
H (-10.909, 33.809, -4.219)  0.13
H (-12.535, 34.648, -4.144)  0.12
H (-10.464, 37.037, -2.636)  0.09
H (-9.797, 35.445, -2.443)  0.09
H (-11.554, 35.668, -2.192)  0.09

Values from the calculation:
molar mass: 257.6 g mol⁻¹
LUMO level: -7.15 eV
highest occupied orbital energy: -10.72 eV
total charge: +1
gap between HOMO and LUMO: 3.56 eV
energy relative to the best compared isomer or geometry (same formula, charge and spin): 87.8 kcal/mol
calculated total energy: -79272.233 eV